[1]
# C51H57O3OsP3Si2

A molecular structure, C51H57O3OsP3Si2 (wB97M-V/def2-TZVPD, OMol25).

Positions of all 117 atoms, in Å:
Os -0.40503 -0.10958 -0.20353
C 0.73606 -0.08013 3.51214
Si -0.55352 0.41053 2.25926
C -2.10434 -0.50020 2.78890
C -2.80538 -0.13393 3.93859
C -3.89649 -0.87451 4.36774
C -4.29446 -2.00600 3.66512
C -3.60967 -2.39005 2.52321
C -2.52336 -1.63334 2.08870
P -1.64924 -2.05965 0.55964
C -0.48020 -3.36901 1.00159
C 0.21387 -4.03087 -0.01408
C 1.18503 -4.96481 0.30256
C 1.47270 -5.24275 1.63522
C 0.78146 -4.59362 2.64676
C -0.19507 -3.65613 2.33388
C -2.88627 -2.80771 -0.52506
C -3.11630 -4.18468 -0.49813
C -4.15919 -4.72691 -1.23334
C -4.98700 -3.90199 -1.98158
C -4.76771 -2.53136 -2.00588
C -3.71817 -1.98773 -1.28412
C -0.68144 2.28194 2.17029
C -0.19072 3.06023 3.22015
C -0.25401 4.44753 3.17394
C -0.80212 5.07837 2.06751
C -1.29503 4.32419 1.01116
C -1.23379 2.93636 1.06014
P -1.96999 1.86756 -0.21366
C -3.74152 1.82207 0.21856
C -4.43654 0.68584 0.60193
C -5.78259 0.76439 0.93710
C -6.43748 1.98309 0.89736
C -5.74756 3.12858 0.51531
C -4.41046 3.05072 0.17418
C -1.97900 2.73375 -1.80015
C -1.02990 3.68728 -2.15166
C -1.06715 4.27495 -3.40781
C -2.03808 3.90199 -4.32339
C -2.98546 2.94315 -3.98249
C -2.96208 2.36629 -2.72536
H 0.38753 0.26545 4.49079
H 1.73483 0.31134 3.34089
H 0.78592 -1.16932 3.56601
H -2.51338 0.74670 4.50046
H -4.44113 -0.57128 5.25218
H -5.14414 -2.58349 4.00406
H -3.93453 -3.26031 1.96597
H -0.01272 -3.82279 -1.05246
H 1.71241 -5.48440 -0.48650
H 2.22636 -5.97864 1.88263
H 0.99270 -4.82411 3.68261
H -0.74076 -3.16379 3.12933
H -2.48559 -4.83494 0.09426
H -4.32925 -5.79491 -1.21510
H -5.80497 -4.32839 -2.54660
H -5.40918 -1.88813 -2.59354
H -3.54057 -0.91825 -1.32340
H 0.25458 2.58826 4.08787
H 0.12586 5.03386 4.00021
H -0.85092 6.15830 2.02447
H -1.72247 4.82976 0.15499
H -3.94587 -0.27265 0.64881
H -6.31282 -0.13286 1.22799
H -7.48539 2.04639 1.15827
H -6.25565 4.08275 0.47816
H -3.89412 3.94866 -0.13920
H -0.25245 3.97254 -1.45474
H -0.32935 5.02102 -3.67110
H -2.06414 4.36297 -5.30173
H -3.74956 2.65678 -4.69278
H -3.72472 1.64393 -2.45600
C -1.59255 -0.81454 -3.67916
Si -0.01099 -0.47041 -2.75571
C 1.02186 -2.03977 -2.86699
C 0.81682 1.00922 -3.56515
C 0.87811 0.93932 -4.96345
C 1.54083 1.90578 -5.70828
C 2.14822 2.97553 -5.06939
C 2.07678 3.07742 -3.68707
C 1.41535 2.10709 -2.95076
H -1.28344 -0.98614 -4.71676
H -2.29094 0.02149 -3.67820
H -2.09214 -1.71686 -3.34113
H 1.70049 -1.88887 -3.71267
H 0.37589 -2.88939 -3.09373
H 1.63144 -2.26896 -1.99684
H 0.42153 0.11252 -5.49611
H 1.58315 1.81921 -6.78595
H 2.67028 3.72735 -5.64661
H 2.53174 3.92170 -3.18244
H 1.36876 2.22834 -1.87860
C 4.04837 -2.42323 0.43300
C 2.81981 -1.93873 1.16123
O 2.73952 -0.48409 1.14588
P 1.91898 0.31192 0.05278
O 2.65409 0.03710 -1.31406
C 4.00427 0.49807 -1.62613
C 4.36944 -0.01478 -2.99346
O 2.18792 1.80556 0.46022
C 2.97225 2.35872 1.56277
C 4.33818 2.78537 1.09424
H 4.10567 -3.50956 0.51284
H 4.95338 -2.00324 0.87110
H 4.01069 -2.16591 -0.62583
H 2.84585 -2.20525 2.21528
H 1.90323 -2.34985 0.72594
H 4.67715 0.12310 -0.85346
H 3.99071 1.58752 -1.59371
H 4.39576 -1.10447 -3.01252
H 5.35936 0.35338 -3.26350
H 3.65727 0.34058 -3.73750
H 3.02833 1.60984 2.35123
H 2.38008 3.20183 1.91196
H 4.95336 1.93121 0.81312
H 4.84266 3.30632 1.90890
H 4.26657 3.47145 0.25026

Summary:
LUMO level (spin up / spin down) in eV: -4.3 / -7.5
Gap between HOMO and LUMO (spin up / spin down) in eV: 8.4486 / 6.0190
HOMO energy (spin up / spin down) in eV: -12.793 / -13.487
<S²>: 6.01
2S+1: 5
Total charge: +2
Energy above the lowest of the compared OMol25 structures with the same formula, charge and spin in kcal per mole: 0.0


[2]
# C5H8O2

C5H8O2 in the gas phase (wB97M-V/def2-TZVPD, OMol25).

Positions of all 15 atoms, in Å:
O 0.40181 -1.11512 -1.99641
C -0.55532 -0.62138 -1.09954
C -0.20376 -1.03333 0.34738
C 0.57109 0.11980 0.98456
C -0.29486 1.37143 0.91987
C 0.43115 1.61785 -0.41289
O 1.38598 0.71700 -0.07148
H 1.24024 -0.71436 -1.71494
H -1.54567 -0.95186 -1.41103
H -1.08477 -1.25171 0.96432
H 0.40186 -1.94612 0.30515
H 1.16113 -0.12993 1.87370
H -1.38224 1.25828 0.98108
H 0.04141 2.17409 1.57925
H -0.56803 0.50535 -1.24903

Summary:
LUMO level in eV: 0.8
Gap between HOMO and LUMO in eV: 9.6965
HOMO energy in eV: -8.864
2S+1: 1
Energy above the lowest of the compared OMol25 structures with the same formula, charge and spin in kcal per mole: 98.1


[3]
# C2H13N2Zr

A molecular structure, C2H13N2Zr in a non-equilibrium geometry (wB97M-V/def2-TZVPD, OMol25).

Positions of all 18 atoms, in Å:
C 0.63402 -1.96081 -1.37069
Zr 0.78643 -0.46681 0.29110
N 0.03590 1.45969 1.72124
N -1.56075 -0.74171 0.58906
H -0.15496 2.27041 1.13299
H 1.79516 -0.07590 1.70419
H 1.65176 -2.18682 -1.73580
H 0.06144 -1.69253 -2.27198
H 0.20902 -2.92481 -1.02640
H -2.04002 0.10974 0.28530
H -1.81941 -0.88305 1.57034
H -1.98046 -1.51461 0.05203
H -0.79774 1.28326 2.28581
H 0.77773 1.75901 2.35500
C 0.60777 1.17709 -1.16982
H -0.19632 0.97188 -1.90132
H 1.55221 1.23020 -1.74669
H 0.43821 2.18575 -0.76435

Summary:
LUMO level in eV: -4.0
Gap between HOMO and LUMO in eV: 9.0416
HOMO energy in eV: -13.072
2S+1: 1
Total charge: +1
Energy above the lowest of the compared OMol25 structures with the same formula, charge and spin in kcal per mole: 0.0


Q: Look up the 2S+1 of the third one.
A: 1


Q: Among the records above, which one has the highest 2S+1?
A: C51H57O3OsP3Si2